Computed, not measured: a molecular structure, C30H36ClO5Pd at a distorted geometry, with wB97M-V/def2-TZVPD.

```
73
Properties=species:S:1:pos:R:3:forces:R:3:mulliken_spin:R:1
C 3.787 1.541 -4.780 0.45 0.50 -0.73 -0.017
C 3.273 2.345 -3.530 0.61 0.43 -1.15 -0.008
C 3.944 0.057 -4.334 -0.03 0.34 0.02 0.072
C 4.149 0.168 -2.809 -0.38 0.13 -0.26 0.039
H 4.791 -0.397 -4.872 -0.47 0.04 0.31 -0.009
H 3.007 -0.479 -4.567 0.39 0.14 0.15 0.005
C 3.214 1.347 -2.408 -0.27 0.23 -0.27 0.064
H 2.296 2.788 -3.789 0.29 -0.12 0.32 0.008
H 3.983 3.149 -3.293 -0.13 0.02 -0.21 0.002
C 1.782 0.848 -2.213 1.46 -1.36 1.46 -0.020
H 3.582 1.763 -1.453 -0.40 -0.08 -0.26 -0.010
H 5.184 0.504 -2.641 -0.04 0.02 -0.10 -0.007
C 3.912 -1.069 -2.012 0.61 0.00 -1.21 0.636
C 2.871 1.577 -5.985 -0.97 0.51 0.80 -0.001
C 5.143 2.079 -5.298 0.05 -0.94 0.49 0.006
O 6.152 1.434 -5.143 -0.25 1.03 -0.38 -0.001
O 1.709 1.932 -5.959 0.80 -0.38 -0.40 0.000
O 3.499 1.150 -7.100 -0.63 0.05 0.12 0.001
O 5.193 3.252 -5.984 -0.11 0.27 0.39 0.000
C 4.131 4.246 -6.078 0.27 -0.60 0.08 -0.001
H 3.439 4.265 -5.217 0.42 -0.22 -0.46 0.000
H 3.585 4.096 -7.022 0.07 -0.01 0.39 0.000
H 4.682 5.185 -6.132 -0.20 0.02 0.03 0.000
C 2.619 1.085 -8.227 -0.12 -0.01 0.10 0.000
H 1.822 0.356 -8.031 0.20 0.17 -0.15 0.000
H 3.249 0.779 -9.052 -0.04 -0.05 -0.19 0.000
H 2.160 2.064 -8.406 0.12 -0.24 -0.04 0.000
O 1.956 -0.120 -1.254 -1.83 0.44 0.55 0.184
H 1.332 0.441 -3.136 0.11 0.07 -0.57 0.003
H 1.117 1.697 -1.948 0.08 0.19 0.10 0.034
C 4.790 -1.285 -0.868 0.29 -0.06 0.83 -0.004
C 3.162 -2.213 -2.575 -0.19 -0.20 -0.09 -0.004
H 3.539 -2.576 -3.549 0.06 -0.02 0.18 0.027
H 2.112 -1.925 -2.713 0.00 -0.14 -0.01 0.020
H 3.187 -3.047 -1.863 -0.10 0.00 -0.17 0.003
H 4.246 -1.835 -0.089 0.14 0.08 0.15 0.018
H 5.131 -0.324 -0.454 -0.07 -0.27 0.06 0.003
H 5.700 -1.879 -1.100 -0.09 0.08 0.01 0.027
Pd -0.245 -0.131 0.232 -0.19 0.65 -0.40 0.953
C 0.049 0.726 2.386 -0.10 0.92 -0.42 0.172
C 1.262 1.034 1.689 0.28 1.07 0.37 0.138
C 0.966 1.956 0.656 0.14 0.01 0.85 0.138
H 2.246 0.632 1.919 -0.28 0.15 -0.13 -0.022
C -0.443 2.163 0.639 0.49 0.33 0.81 0.172
C -1.018 1.401 1.716 0.69 0.53 0.79 0.180
H -2.063 1.376 2.006 0.20 -0.04 -0.13 0.000
H -0.039 0.115 3.267 0.03 -0.09 -0.06 -0.026
H 1.690 2.460 0.029 -0.17 -0.37 -0.09 -0.001
H -0.968 2.834 -0.027 0.02 -0.15 0.05 -0.012
C -1.572 -1.692 -0.924 -0.48 0.11 -0.66 0.116
C -2.392 -0.809 -0.143 -0.17 0.10 -0.97 0.127
C -2.290 0.492 -0.729 -0.61 -0.78 -0.37 0.187
H -3.012 -1.082 0.696 0.06 -0.02 -0.02 -0.010
C -1.370 0.421 -1.818 -0.37 -0.69 -0.55 0.225
C -0.946 -0.935 -1.949 -0.60 -0.05 -0.24 0.107
H -0.295 -1.332 -2.722 -0.02 0.20 0.36 -0.001
H -1.455 -2.759 -0.768 0.00 0.25 0.02 0.010
H -2.861 1.366 -0.432 0.25 -0.16 0.03 -0.027
H -1.108 1.235 -2.486 0.08 -0.17 0.26 -0.011
Cl 0.643 -4.831 0.226 0.21 -0.27 -0.17 0.005
C -0.487 -4.178 1.351 -1.17 0.68 1.05 0.054
C -1.450 -5.029 1.918 0.39 0.90 -0.40 -0.020
C -2.418 -4.488 2.764 -0.36 -0.71 0.26 0.044
C -2.405 -3.134 3.084 -0.28 -0.09 0.18 -0.032
C -1.430 -2.311 2.550 -0.27 0.63 0.64 0.043
C -0.453 -2.790 1.681 1.04 -0.74 -0.66 -0.129
C 0.575 -1.896 1.100 0.51 -1.30 0.06 0.569
H -1.425 -6.075 1.649 -0.14 -0.09 0.08 -0.001
H -3.188 -5.157 3.185 0.44 0.43 -0.23 0.004
H -3.173 -2.711 3.746 0.36 -0.25 -0.29 -0.001
H -1.435 -1.232 2.811 -0.01 -1.01 -0.35 0.015
H 1.292 -1.542 1.838 -0.05 -0.08 -0.06 0.007
H 1.088 -2.311 0.222 -0.02 0.06 0.53 -0.046
```
Positions in Å, forces in eV/Å.

As for the HOMO energy (alpha / beta): -1.941 / -3.515 eV. The expectation value of S² is 6.02. Its HOMO-LUMO gap (alpha / beta) is 0.166 / 0.207 Eh. Its spin multiplicity is 5. As for the net charge: -1. For the electronic energy, the calculation gives -57927.4909 eV.


Computed, not measured: a molecular structure, C30H36FLuNO10S at a distorted geometry, with wB97M-V/def2-TZVPD.

```
80
Properties=species:S:1:pos:R:3:forces:R:3:mulliken_charge:R:1
C -2.000 -4.358 3.142 0.07 -0.08 0.20 -0.687
O -1.586 -3.713 4.328 0.34 -0.29 -0.08 -0.272
C -0.486 -2.867 4.157 -0.63 0.80 -0.32 0.289
C -0.535 -1.702 5.149 0.67 -0.76 -0.35 -0.905
C 0.377 -0.597 4.604 -0.42 0.07 0.04 0.202
C 0.507 0.553 5.591 -0.09 0.30 -0.07 -0.979
C 1.430 1.726 5.156 -0.32 -0.11 0.04 -1.162
C 2.019 1.613 3.757 0.40 0.29 0.50 0.550
C 2.864 2.838 3.447 -0.68 0.07 -0.17 -1.825
C 3.717 2.835 2.157 0.51 0.05 0.82 -0.105
C 3.526 1.609 1.214 0.17 -0.16 -0.57 -1.804
C 2.552 1.807 0.145 0.23 0.19 -0.23 -0.174
C 2.753 2.799 -0.864 -0.34 -0.10 -0.21 0.660
S 4.203 3.841 -0.956 0.58 0.38 1.13 1.251
O 3.927 5.094 -0.366 -0.37 -0.01 -0.17 -0.531
O 5.359 3.109 -0.605 -0.07 -0.37 -0.21 -0.561
F 4.208 4.040 -2.483 0.08 0.00 -0.59 -0.210
C 1.832 2.981 -1.856 0.48 0.66 0.16 -0.640
C 0.662 2.211 -1.920 0.13 -0.51 0.26 0.779
C 0.436 1.229 -0.977 -0.13 -0.63 0.07 -0.095
C 1.359 0.993 0.054 -0.59 0.25 0.06 0.414
C 1.193 -0.094 1.080 0.16 -0.32 0.00 0.067
O 1.846 -1.214 0.485 -0.27 0.25 0.11 -0.379
C 1.031 -2.124 -0.231 0.52 -0.15 -0.25 -0.719
C -0.875 0.495 -1.130 -0.34 -0.20 -0.15 -0.062
O -1.519 0.105 -0.192 0.11 -0.12 0.47 -0.537
C -1.421 0.328 -2.523 0.06 -0.08 -0.09 0.656
C -2.221 -0.757 -2.901 0.00 -0.25 0.15 0.355
C -2.561 -1.867 -1.966 0.01 0.33 0.18 0.325
C -3.870 -1.662 -1.185 -0.03 0.02 0.10 -0.049
O -4.428 -2.593 -0.702 -0.18 -0.40 0.15 -0.422
C -2.747 -0.803 -4.212 0.10 0.20 0.02 0.498
C -3.657 -1.884 -4.720 0.39 0.23 -0.08 -1.049
C -3.041 -3.308 -4.840 -1.32 -0.23 -0.01 -0.541
O -3.698 -3.974 -5.896 0.36 0.16 -0.14 -0.561
C -2.443 0.231 -5.083 0.03 0.30 -0.62 -0.999
C -1.656 1.298 -4.713 0.01 -0.24 0.47 0.172
O -1.383 2.366 -5.564 -1.17 -0.38 -0.72 -0.460
N -1.197 1.948 -6.919 2.26 -0.52 2.30 0.489
O -0.248 1.224 -7.043 -1.04 -0.26 -0.57 -0.352
C -1.134 1.345 -3.428 0.18 0.38 -0.12 0.620
C -0.303 2.480 -3.012 0.14 0.14 0.31 0.180
O -0.358 3.584 -3.490 0.01 0.24 -0.34 -0.522
H -1.134 -4.715 2.583 0.10 0.05 -0.15 0.334
H -2.631 -5.205 3.387 -0.15 0.05 0.24 0.308
H -2.571 -3.646 2.536 -0.05 0.02 -0.16 0.309
H -0.540 -2.448 3.139 0.12 -0.12 -0.20 -0.216
H 0.475 -3.396 4.215 -0.03 -0.28 0.17 0.352
H -0.138 -2.070 6.091 -0.30 0.22 0.33 0.390
H -1.573 -1.395 5.226 -0.07 0.19 0.30 0.340
H -0.082 -0.215 3.689 0.08 -0.05 -0.13 0.014
H 1.338 -1.044 4.340 0.15 0.04 0.04 0.344
H -0.486 0.976 5.738 -0.17 -0.12 0.08 0.295
H 0.806 0.169 6.561 0.17 -0.05 0.12 0.385
H 0.840 2.639 5.172 -0.02 0.17 0.16 0.340
H 2.220 1.856 5.890 0.18 0.00 -0.02 0.423
H 2.647 0.722 3.715 -0.08 -0.20 -0.15 0.518
H 1.191 1.553 3.049 0.03 -0.08 -0.11 0.039
H 3.505 3.035 4.305 0.31 -0.06 -0.04 0.441
H 2.187 3.690 3.395 -0.08 0.10 0.00 0.435
H 3.565 3.779 1.659 -0.09 0.16 -0.39 0.367
H 4.765 2.838 2.438 0.18 -0.11 -0.07 0.497
H 3.374 0.679 1.738 0.09 0.07 0.17 0.981
H 4.486 1.495 0.686 0.17 0.16 0.08 0.626
H 1.989 3.736 -2.611 -0.06 0.02 -0.13 0.792
H 0.163 -0.277 1.358 -0.18 -0.17 -0.20 0.423
H 1.748 0.119 1.982 -0.23 -0.04 -0.12 -0.885
H 1.030 -1.861 -1.294 -0.26 0.06 -0.06 0.290
H 0.032 -2.192 0.182 -0.26 0.12 0.07 0.209
H 1.519 -3.093 -0.161 0.08 -0.09 0.04 0.419
H -2.626 -2.832 -2.446 -0.07 -0.05 -0.19 0.084
H -1.801 -1.957 -1.204 0.15 -0.05 0.29 -0.525
H -4.270 -0.645 -1.042 0.19 0.21 -0.16 0.458
H -3.947 -1.609 -5.728 -0.06 -0.03 -0.17 0.460
H -4.583 -1.901 -4.147 -0.03 -0.18 0.22 0.462
H -3.268 -3.860 -3.932 0.49 -0.07 0.25 0.281
H -1.976 -3.290 -5.047 0.15 0.06 0.00 0.436
H -4.454 -4.453 -5.547 -0.07 -0.10 -0.08 0.364
H -2.866 0.223 -6.078 -0.07 -0.13 -0.08 0.345
Lu -1.371 3.426 -8.522 -0.36 1.15 -1.44 0.965
```
Positions in Å, forces in eV/Å.

As for the HOMO energy: -15.661 eV. Its HOMO-LUMO gap is 0.059 Eh. As for the net charge: +3. For the electronic energy, the calculation gives -100790.8984 eV.


Computed, not measured: a molecular structure, C30H36N4V at a distorted geometry, with wB97M-V/def2-TZVPD.

```
71
Properties=species:S:1:pos:R:3:forces:R:3:mulliken_spin:R:1
V -0.531 0.331 0.505 -1.91 0.98 -4.71 2.181
N -4.643 2.707 1.558 -1.35 0.77 1.01 0.003
N -1.327 -0.722 -2.584 -1.75 0.07 2.02 0.008
C 1.129 -0.138 1.634 -0.31 0.42 1.58 0.016
C -0.034 -0.839 2.133 0.92 0.38 0.09 0.264
C -0.964 0.150 2.600 -0.84 -0.84 3.41 -0.010
C -2.172 -0.103 3.395 5.06 -1.38 2.04 0.329
H -2.307 -1.171 3.558 -0.37 -0.16 0.12 -0.005
H -3.527 0.420 2.873 -1.00 0.71 -1.70 0.008
H -2.197 0.464 4.334 -0.33 0.18 -0.33 -0.041
C -0.440 1.434 2.315 0.26 0.26 0.15 -0.050
C -1.099 2.718 2.675 -0.28 -0.07 -0.07 0.099
H -1.038 2.913 3.759 0.05 0.09 -0.03 -0.008
H -2.164 2.680 2.402 0.23 0.12 0.15 -0.022
H -0.630 3.550 2.140 -0.03 0.09 0.14 -0.016
C 0.865 1.274 1.747 0.57 -1.16 0.90 -0.114
C 1.849 2.364 1.580 0.21 0.31 -0.12 -0.004
H 1.451 3.190 0.977 0.12 0.00 0.00 0.006
H 2.761 1.991 1.109 0.04 0.13 -0.06 -0.004
H 2.112 2.774 2.566 0.06 0.03 -0.17 -0.005
C -0.257 -2.298 2.190 -0.11 -0.53 -0.02 0.104
H 0.002 -2.739 3.166 -0.03 0.05 0.03 -0.008
H 0.328 -2.817 1.419 -0.12 0.01 0.09 -0.017
H -1.322 -2.509 2.015 0.29 -0.12 0.02 -0.029
C 2.433 -0.765 1.356 0.47 -0.21 -0.28 0.047
H 3.000 -0.201 0.608 0.06 -0.16 0.08 0.004
H 2.292 -1.783 0.980 0.19 0.05 -0.04 -0.016
H 3.031 -0.821 2.278 0.00 -0.03 -0.16 -0.012
C -5.411 3.516 0.833 1.13 -0.65 -1.10 -0.005
H -6.087 4.198 1.357 0.38 0.15 0.14 -0.001
C -5.396 3.534 -0.578 -1.29 1.15 1.03 0.007
H -5.991 4.303 -1.093 0.24 -0.46 0.02 0.001
C -4.647 2.548 -1.224 1.10 -1.00 0.25 0.003
H -4.547 2.595 -2.316 -0.02 -0.35 0.33 -0.001
C -3.997 1.577 -0.469 -0.10 1.19 -1.09 0.040
H -3.379 0.847 -0.988 -0.12 -0.06 0.13 -0.033
C -4.033 1.621 0.986 0.65 -1.83 0.16 0.080
C -3.480 0.571 1.768 -3.35 1.56 -3.48 0.074
H -3.250 -0.330 1.159 0.06 0.35 0.57 -0.044
C -0.250 -0.706 -1.783 -0.48 -0.47 -0.96 0.062
C -1.646 -2.029 -2.928 1.58 -0.41 -0.35 -0.015
H -2.605 -2.366 -3.367 0.85 0.51 0.19 0.000
C -0.553 -2.810 -2.625 -0.09 0.04 -0.45 0.018
H -0.349 -3.855 -2.790 -0.11 0.13 -0.13 0.001
N 0.393 -1.966 -2.032 -0.69 -0.32 1.03 0.106
C 1.773 -2.207 -1.833 -0.59 -0.33 0.12 -0.080
C 2.286 -3.489 -1.527 0.51 0.95 -0.34 0.010
C 3.673 -3.650 -1.565 0.33 0.44 0.00 0.002
H 4.066 -4.667 -1.426 -0.01 0.46 0.10 -0.003
C 4.562 -2.581 -1.769 -0.64 -0.27 -0.06 0.004
C 6.045 -2.850 -1.791 0.17 0.06 -0.03 -0.001
H 6.605 -1.964 -1.461 -0.06 -0.24 -0.07 0.000
H 6.394 -3.113 -2.802 -0.06 0.09 0.23 0.000
H 6.295 -3.692 -1.129 -0.02 0.27 -0.15 0.000
C 4.020 -1.302 -1.968 0.16 -0.85 0.18 -0.002
H 4.692 -0.449 -2.114 -0.27 -0.24 0.07 0.000
C 2.639 -1.112 -2.007 0.24 -0.31 -0.14 0.015
C 2.120 0.259 -2.250 0.65 1.34 0.01 0.001
H 1.416 0.344 -3.086 0.02 -0.19 0.35 0.007
H 2.978 0.899 -2.493 0.12 0.03 -0.04 0.002
H 1.638 0.688 -1.353 0.17 -0.23 -0.58 0.026
C 1.489 -4.682 -1.120 0.17 -0.84 0.14 -0.014
H 0.891 -5.118 -1.927 0.06 0.08 0.20 -0.002
H 0.849 -4.530 -0.247 -0.10 0.30 -0.24 -0.005
H 2.238 -5.431 -0.814 -0.43 -0.02 -0.10 -0.002
C -1.465 4.686 -0.826 -0.08 0.96 0.22 -0.009
C -1.027 3.357 -0.492 0.32 -3.69 -0.90 0.131
N -0.800 2.203 -0.479 -0.44 3.10 0.48 -0.087
H -0.600 5.367 -0.906 -0.33 -0.21 0.00 0.004
H -2.134 5.057 -0.036 0.08 -0.08 -0.25 -0.001
H -2.016 4.672 -1.779 0.17 -0.10 0.37 0.003
```
Positions in Å, forces in eV/Å.

As for the HOMO energy (alpha / beta): 1.737 / 2.393 eV. The expectation value of S² is 3.84. Its HOMO-LUMO gap (alpha / beta) is 0.091 / 0.067 Eh. Its spin multiplicity is 4. As for the net charge: -2. For the electronic energy, the calculation gives -63333.9063 eV.


Look up the electronic energy of the second one.
-100790.8984 eV


Look up the net charge of the second one.
+3


The highest electronic energy belongs to which entry?
C30H36ClO5Pd


Among the records above, which one has the highest net charge?
C30H36FLuNO10S